# C5H8N3

The ion C5H8N3 with charge +1 in a non-equilibrium geometry (ωB97M-V/def2-TZVPD, the OMol25 dataset).

```
16
Properties=species:S:1:pos:R:3:forces:R:3:mulliken_charge:R:1
C -0.4786 -0.1150 -1.8205 0.9 0.3 -1.5 -0.970
C 0.5329 -0.8582 -0.9850 1.8 -0.4 0.2 -0.530
C 0.7666 -0.0344 0.1767 -3.0 0.1 2.3 0.655
C 1.7167 0.6456 0.7837 3.0 -2.9 -5.5 -0.491
N 1.3824 1.2405 1.9045 0.7 2.4 3.0 -0.137
N 0.1935 1.2485 2.1656 -3.7 0.4 2.0 -0.384
C -0.5644 0.4231 1.2617 4.8 -0.2 -1.5 0.364
N -1.7417 0.0262 1.4770 -0.6 -0.6 0.1 -0.200
H -0.8062 -0.8595 -2.4780 -1.6 -1.0 -0.9 0.336
H -0.0656 0.6076 -2.6051 -0.2 -0.4 1.8 0.304
H -1.2346 0.2992 -1.1634 -0.4 0.2 -0.6 0.280
H 1.5079 -0.9562 -1.4589 0.2 0.3 -0.5 0.377
H 0.3923 -1.9410 -0.7392 -0.9 0.9 0.0 0.325
H 2.7488 0.6328 0.3206 -1.2 0.4 1.2 0.393
H -2.0823 -0.7272 0.8376 -0.3 0.9 1.0 0.324
H -2.2678 0.3679 2.3228 0.4 -0.5 -1.1 0.353
```
Forces are in eV/Å.

Output
structure (SMILES)	CCC1=CN=NC1=[NH2+]
E_HOMO	-14.348	eV
HOMO-LUMO gap	7.61	eV
net charge	+1

=====

# C30H45ClGdO2P2

A structure of composition C30H45ClGdO2P2 in a non-equilibrium geometry (ωB97M-V/def2-TZVPD, the OMol25 dataset).

```
81
Properties=species:S:1:pos:R:3:forces:R:3:lowdin_spin:R:1
Gd 1.2411 -0.7757 0.8411 0.9 -0.1 -0.9 6.647
C -0.9975 -1.1353 2.1831 0.7 -1.4 0.6 -0.020
C -0.6978 -2.2995 1.3807 0.0 0.1 1.5 -0.023
C 0.9248 -2.1189 3.0298 -1.3 -0.3 -0.2 -0.021
C 0.0030 -1.0453 3.2061 -0.4 -1.2 -0.8 -0.022
C 0.4846 -2.9120 1.9181 -0.8 0.6 0.7 -0.031
C -2.2724 -0.3617 2.2282 -0.3 0.5 -0.1 -0.001
H -3.0274 -0.7645 1.5369 0.2 0.1 0.2 0.000
H -2.1153 0.7004 1.9793 -0.1 -0.2 0.1 -0.001
H -2.7034 -0.3863 3.2454 0.1 0.0 -0.4 0.000
C -0.0984 -0.1865 4.4134 -0.1 0.2 0.3 -0.002
H -0.4603 0.8150 4.1497 0.1 -0.1 0.2 0.000
H 0.8648 -0.0961 4.9290 -0.2 0.1 -0.1 0.000
H -0.8117 -0.6458 5.1293 0.3 0.3 -0.3 -0.001
C 2.0309 -2.4559 3.9678 0.3 0.0 0.3 -0.001
H 1.6447 -2.7386 4.9643 0.1 0.1 -0.4 0.000
H 2.7071 -1.6026 4.1122 -0.1 -0.2 0.0 0.000
H 2.6151 -3.2983 3.5868 0.0 0.1 0.1 0.000
C 1.1295 -4.1717 1.4371 0.1 -0.1 0.0 -0.012
H 1.5295 -4.7206 2.3021 -0.1 0.0 -0.4 0.000
H 1.9705 -3.9733 0.7485 -0.2 -0.2 0.1 -0.010
H 0.3979 -4.8127 0.9239 0.3 0.1 0.1 0.000
C -1.5833 -2.9001 0.3462 0.0 -0.3 -0.4 -0.002
H -1.6234 -3.9902 0.4614 -0.1 0.2 0.0 0.000
H -1.2114 -2.7220 -0.6747 -0.3 -0.3 0.2 -0.001
H -2.6091 -2.5174 0.4168 0.2 -0.1 0.0 0.000
C -2.4424 2.3868 -0.9478 -0.1 -1.6 1.1 0.000
C -3.2260 1.3465 -0.5628 -0.5 1.7 -0.6 -0.001
C -3.2972 0.0477 -1.3177 -0.1 -0.4 0.1 0.002
C -3.0636 0.0632 -2.8436 -0.4 0.4 -0.3 0.012
C -1.6097 -0.1815 -3.2911 0.0 -0.2 0.7 0.027
C -0.6219 -0.4789 -2.1459 -0.7 0.5 0.0 0.154
C -0.5100 0.6353 -1.0288 -0.2 0.4 -0.8 -0.018
C -1.0526 2.0533 -1.4232 0.6 -0.5 -1.0 -0.004
H -4.3110 -0.3290 -1.2008 -0.2 0.2 0.1 0.000
H -3.4605 0.9699 -3.3237 0.0 0.0 0.5 0.002
H -2.7080 -0.7403 -0.8630 0.2 -0.2 0.0 0.000
H -1.0249 2.0590 -2.5205 0.2 0.5 0.5 0.000
H -2.6777 3.4304 -0.7658 0.1 -0.2 0.6 0.000
H -3.9978 1.4669 0.2072 -0.1 0.3 -0.7 0.000
H -0.3176 2.8018 -1.0654 -0.6 -0.2 -0.2 0.000
H -1.0646 0.3132 -0.1305 0.6 0.1 -0.1 -0.003
H -0.9177 -1.4226 -1.6758 0.2 0.4 -0.3 0.000
H 0.5669 0.8118 -0.7830 -0.8 -0.1 -0.3 -0.014
H -3.6882 -0.7425 -3.2589 0.3 0.1 0.1 0.001
H -1.6684 -1.0880 -3.9125 0.3 0.0 0.0 0.001
P -0.7328 0.8511 -4.5020 -0.1 0.7 -0.3 0.000
C -0.6328 2.6661 -4.6379 -0.5 0.7 -0.3 0.000
C -1.4845 0.4879 -6.1249 0.8 -0.6 -0.5 0.000
P 1.1483 -0.9013 -2.8224 -0.7 -1.5 1.7 0.294
C 0.9829 0.4625 -4.0676 1.0 0.3 -0.5 0.003
C 1.0480 -2.2567 -4.0455 0.2 -0.4 0.0 0.023
C 2.9305 -0.8790 -2.3977 1.6 0.8 -1.4 0.096
H 0.3441 3.0079 -4.2900 -0.3 0.0 0.1 0.000
H -1.4111 3.2140 -4.1004 0.0 -0.1 -0.1 0.000
H -0.7198 2.9184 -5.7105 0.1 -0.1 0.6 0.000
H -1.2154 1.2884 -6.8150 0.0 -0.2 0.0 0.000
H -2.5794 0.4430 -6.0704 0.3 0.0 0.3 0.000
H -1.1069 -0.4503 -6.5573 -0.2 0.1 0.2 0.000
H 3.5004 -0.5266 -3.2718 0.5 0.0 0.0 0.017
H 3.2836 -1.8877 -2.1429 -0.5 0.2 0.0 -0.005
H 3.1769 -0.2141 -1.5593 -0.4 -0.1 -0.3 -0.015
H 1.3927 1.3367 -3.5336 -0.3 0.0 -0.6 0.001
H 1.5784 0.2701 -4.9790 0.0 0.2 0.5 0.000
H 1.6566 -3.1045 -3.7040 -0.4 0.1 -0.1 0.001
H 1.4701 -1.9216 -5.0101 -0.1 -0.1 0.4 0.005
H 0.0224 -2.5913 -4.2325 0.2 0.0 0.2 0.000
Cl 2.3299 4.2963 7.4491 0.1 0.2 0.5 0.000
C 2.3190 3.4927 5.9443 -0.3 -0.5 -1.3 0.000
C 3.2894 2.5231 5.6549 0.0 0.0 -0.2 0.000
C 3.2552 1.8519 4.4297 -0.1 0.4 0.3 0.000
C 2.2508 2.1655 3.5084 -0.2 -0.4 0.1 -0.002
C 1.2833 3.1327 3.7869 0.2 0.2 0.4 -0.001
C 1.3146 3.8097 5.0088 0.4 -0.4 -0.2 0.000
C 2.0611 1.2779 2.3355 -0.1 -1.0 -1.1 -0.008
O 2.8268 0.2459 2.1685 -0.4 1.7 0.4 -0.038
O 1.0563 1.4454 1.5348 1.1 0.5 0.9 -0.026
H 4.0625 2.2948 6.3888 -0.3 0.1 -0.2 0.000
H 3.9864 1.0764 4.1834 -0.3 0.3 0.1 0.000
H 0.5066 3.3248 3.0420 0.2 0.0 0.3 0.000
H 0.5666 4.5626 5.2310 0.1 -0.1 0.1 0.000
```
Forces are in eV/Å.

Output
spin multiplicity	8
E_HOMO (alpha / beta)	-8.205 / -7.648	eV
HOMO-LUMO gap (alpha / beta)	5.79 / 5.18	eV
net charge	+1

=====

# C5H17N2O

A cluster of 3 separate species, C5H17N2O in total in a non-equilibrium geometry (ωB97M-V/def2-TZVPD, the OMol25 dataset).

```
25
Properties=species:S:1:pos:R:3:forces:R:3:mulliken_charge:R:1
C 1.0356 -1.4468 0.6329 0.4 0.9 2.1 -0.926
N 1.6708 -2.4109 -0.2428 -0.8 0.5 -1.1 -0.209
C 0.8202 -3.2392 -1.1075 0.1 -0.1 0.1 -0.860
C 0.1904 -0.4745 -0.1416 1.6 -3.0 -2.1 -0.020
N -1.2577 1.2092 2.1205 0.8 -1.1 0.3 -0.668
C -0.0856 1.7983 -1.1605 0.6 0.0 0.2 -1.333
C 0.8087 0.5153 -0.9541 -0.7 1.8 -0.2 -0.040
H 0.4436 -1.9428 1.4025 0.2 -0.1 0.0 0.360
H 1.8796 -0.9025 1.0631 -0.3 0.0 0.4 0.440
H 2.3852 -1.9347 -0.7805 0.2 -0.2 -0.1 0.331
H 0.1662 -3.8385 -0.4770 -0.2 0.1 0.0 0.325
H 1.4335 -3.9477 -1.6600 0.2 0.1 0.1 0.343
H 0.2672 -2.6463 -1.8388 -0.2 -0.3 0.0 0.321
H -0.7256 -0.9662 -0.4848 -0.5 1.0 0.2 0.287
H -0.6536 0.8353 1.3799 -0.2 0.6 -0.3 0.154
H -0.6082 1.7473 2.6932 0.0 0.1 0.0 0.320
H -1.3911 0.3467 2.6520 -0.5 0.3 0.3 0.305
H 0.3420 2.3807 -1.9713 0.0 0.0 -0.1 0.400
H 0.0325 2.3658 -0.2426 -0.4 0.2 -0.1 0.409
H -1.1356 1.6116 -1.3481 -0.1 -0.2 0.1 0.359
H 0.9347 0.1254 -1.9783 -0.3 -0.4 0.1 0.352
H 1.7773 0.8635 -0.6090 0.2 -0.4 0.2 0.326
H -2.5490 4.0052 0.3618 -0.1 0.0 0.5 0.310
H -2.3172 2.7482 1.3344 -0.1 0.3 0.0 0.349
O -2.3598 3.0665 0.4244 0.1 -0.1 -0.7 -0.635
```
Forces are in eV/Å.

Output
E_HOMO	-13.898	eV
HOMO-LUMO gap	6.92	eV
net charge	+1

=====

# C6H15NO

A cluster of 2 separate species, C6H15NO in total in a non-equilibrium geometry (ωB97M-V/def2-TZVPD, the OMol25 dataset).

```
23
Properties=species:S:1:pos:R:3:forces:R:3:mulliken_charge:R:1
C 0.3352 -0.4142 -2.0468 1.4 -0.7 -1.1 -0.373
N 0.5237 0.6996 -1.2944 -1.4 0.7 0.4 -0.171
C -0.5975 1.2964 -0.6595 -0.4 -1.8 -1.6 -0.568
C -0.3716 1.2675 0.8351 -0.8 3.5 2.0 0.031
C 0.8682 2.0383 1.3468 0.2 -1.2 -0.1 -1.210
O -0.1855 -0.9954 2.1958 0.2 -0.7 0.4 -0.822
C 0.4929 -1.6800 -1.0552 0.7 -0.2 1.3 -0.409
C -0.7622 -1.9280 -0.2821 -0.1 0.2 0.4 -0.992
H 1.2635 -0.5474 -2.6151 -0.2 0.0 -0.4 0.324
H -0.5504 -0.6617 -2.6400 -0.4 0.7 0.3 0.334
H 0.7073 3.0886 1.5773 -0.1 0.1 -0.3 0.323
H -0.7830 2.3178 -1.0189 0.9 0.4 0.3 0.446
H -1.5548 0.8348 -0.9632 0.2 -0.3 0.2 0.331
H -0.4993 0.3274 1.3890 0.7 -0.9 -0.4 0.130
H -1.2126 1.8627 1.2445 -0.1 -0.1 -0.4 0.307
H 1.1703 1.5537 2.2759 0.0 0.0 0.0 0.312
H 1.6939 1.8986 0.6484 0.1 0.3 0.1 0.304
H 0.3734 -1.1349 2.9712 -0.1 0.3 0.0 0.137
H 0.9427 -2.5182 -1.5891 -0.4 0.2 -0.6 0.408
H 1.2726 -1.3923 -0.3446 -0.2 0.0 0.1 0.343
H -1.6639 -2.2226 -0.8193 0.2 0.0 -0.3 0.309
H -0.9232 -1.0446 0.3261 -0.5 -0.3 -0.2 0.183
H -0.5397 -2.6460 0.5182 0.0 -0.1 -0.1 0.323
```
Forces are in eV/Å.

Output
E_HOMO	-7.510	eV
HOMO-LUMO gap	4.37	eV

=====

Energy relative to the best compared isomer or geometry (same formula, charge and spin) list, top to bottom, in eV: 4.792; 1.640; 4.128; 7.886